1.
Formula: C34H68O31
Source: OMol25
Level of theory: the ωB97M-V functional and the def2-TZVPD basis

Geometry as ORCA input:
```
! wB97M-V def2-TZVPD RIJCOSX def2/J DEFGRID3
* xyz 0 1
C -3.60 0.16 -2.95
O -4.81 0.06 -2.17
C -5.64 1.07 -2.22
O -5.54 2.04 -2.91
O -6.62 0.85 -1.35
C -7.54 1.93 -1.20
H -2.75 -0.19 -2.37
H -3.44 1.18 -3.29
H -3.76 -0.54 -3.76
H -8.42 1.50 -0.75
H -7.83 2.33 -2.17
H -7.13 2.78 -0.65
C 1.10 3.79 -1.70
O 1.97 2.80 -2.18
C 3.21 2.72 -1.76
O 3.69 3.30 -0.84
O 3.74 1.68 -2.37
C 4.98 1.16 -1.91
H 0.63 4.33 -2.53
H 1.66 4.55 -1.14
H 0.28 3.45 -1.07
H 5.40 0.45 -2.62
H 4.93 0.64 -0.96
H 5.64 2.03 -1.89
C -5.47 -2.39 1.32
O -4.64 -2.51 2.48
C -3.55 -1.77 2.59
O -3.01 -1.13 1.72
O -3.25 -1.69 3.89
C -2.15 -0.85 4.26
H -4.82 -2.39 0.44
H -6.06 -1.47 1.31
H -6.10 -3.26 1.41
H -2.31 -0.36 5.21
H -1.89 -0.11 3.51
H -1.35 -1.57 4.42
C 3.28 -2.76 -1.97
O 4.03 -2.25 -3.06
C 3.69 -2.54 -4.30
O 4.36 -2.21 -5.23
O 2.48 -3.08 -4.42
C 2.19 -3.63 -5.69
H 3.57 -3.77 -1.65
H 2.21 -2.75 -2.13
H 3.53 -2.22 -1.06
H 2.47 -2.94 -6.49
H 1.12 -3.83 -5.72
H 2.76 -4.53 -5.94
C 0.37 0.92 -4.10
O 0.12 0.74 -5.52
C -1.02 0.33 -6.06
O -2.09 0.12 -5.55
O -0.79 0.26 -7.37
C -1.84 -0.21 -8.19
H 1.45 0.97 -4.05
H 0.00 0.07 -3.53
H -0.06 1.86 -3.77
H -2.68 0.47 -8.26
H -2.20 -1.19 -7.86
H -1.43 -0.39 -9.18
C -2.96 3.94 6.28
O -3.01 4.11 4.88
C -3.15 3.02 4.15
O -3.52 1.97 4.55
O -2.80 3.32 2.92
C -3.20 2.43 1.89
H -2.32 3.09 6.54
H -3.93 3.83 6.76
H -2.36 4.73 6.74
H -2.88 2.76 0.91
H -4.28 2.42 1.81
H -2.89 1.41 2.12
C -2.28 -4.02 -5.59
O -2.60 -3.24 -4.46
C -2.58 -3.78 -3.25
O -2.76 -4.94 -3.02
O -2.28 -2.83 -2.39
C -2.11 -3.23 -1.04
H -2.49 -3.43 -6.47
H -2.88 -4.93 -5.60
H -1.22 -4.28 -5.56
H -2.85 -3.98 -0.74
H -2.22 -2.35 -0.41
H -1.18 -3.78 -0.88
C 4.00 -2.95 2.35
O 2.75 -2.72 2.99
C 1.63 -3.01 2.38
O 1.54 -3.24 1.20
O 0.60 -2.96 3.21
C -0.62 -3.58 2.85
H 4.42 -1.98 2.11
H 3.86 -3.55 1.45
H 4.69 -3.48 3.00
H -1.23 -3.36 3.72
H -0.59 -4.67 2.72
H -1.17 -3.17 2.01
C 0.43 5.58 5.64
O 0.28 4.34 6.26
C 0.66 3.22 5.66
O 1.36 3.16 4.70
O 0.08 2.22 6.29
C 0.51 0.91 5.93
H 1.45 5.98 5.64
H -0.16 6.30 6.21
H -0.06 5.69 4.67
H 0.45 0.79 4.85
H -0.13 0.13 6.34
H 1.53 0.75 6.29
C 4.89 2.30 2.04
O 5.42 1.17 1.37
C 6.68 0.84 1.65
O 7.34 1.28 2.53
O 7.03 -0.12 0.80
C 8.38 -0.51 0.77
H 5.29 2.52 3.03
H 3.83 2.10 2.17
H 4.93 3.20 1.44
H 8.75 -0.94 1.70
H 9.04 0.30 0.45
H 8.57 -1.29 0.03
C -0.01 0.39 1.55
C 1.47 0.37 1.29
C 1.45 -0.13 -0.18
O 0.40 0.60 -0.78
C -0.65 0.81 0.17
H -0.38 1.09 2.31
H -0.33 -0.59 1.91
H 2.13 -0.28 1.87
H 1.93 1.37 1.23
H 1.18 -1.19 -0.26
H 2.42 0.10 -0.61
H -1.47 0.10 0.05
H -0.87 1.88 0.20
*
```

The calculation puts the max |F| at 2.63 eV/A. The energy above the lowest of the compared OMol25 structures with the same formula, charge and spin is 94.8 kJ/mol. The LUMO energy is 0.019 Eh. As for the HOMO energy: -9.607 eV.

Results of the Mulliken charge analysis, in e, for atoms 1 through 99:
1 C -0.528
2 O -0.212
3 C 0.705
4 O -0.563
5 O -0.297
6 C -0.756
7 H 0.064
8 H 0.459
9 H 0.270
10 H 0.267
11 H 0.323
12 H 0.271
13 C -0.725
14 O -0.092
15 C 0.843
16 O -0.612
17 O -0.265
18 C -0.560
19 H 0.295
20 H 0.418
21 H 0.081
22 H 0.281
23 H 0.030
24 H 0.374
25 C -0.447
26 O -0.414
27 C 0.685
28 O -0.401
29 O -0.445
30 C -0.287
31 H 0.093
32 H 0.283
33 H 0.280
34 H 0.365
35 H -0.118
36 H 0.240
37 C -0.323
38 O -0.250
39 C 0.668
40 O -0.573
41 O -0.254
42 C -0.393
43 H 0.422
44 H 0.296
45 H -0.070
46 H 0.363
47 H -0.130
48 H 0.318
49 C -0.172
50 O -0.344
51 C 0.743
52 O -0.528
53 O -0.367
54 C -0.430
55 H 0.125
56 H 0.173
57 H 0.219
58 H 0.281
59 H 0.061
60 H 0.251
61 C -0.616
62 O -0.392
63 C 0.894
64 O -0.563
65 O -0.309
66 C -0.412
67 H 0.212
68 H 0.356
69 H 0.228
70 H 0.179
71 H 0.457
72 H 0.003
73 C -0.628
74 O -0.124
75 C 0.502
76 O -0.587
77 O -0.059
78 C -0.680
79 H 0.124
80 H 0.370
81 H 0.125
82 H 0.523
83 H -0.108
84 H 0.442
85 C -0.546
86 O -0.317
87 C 0.907
88 O -0.577
89 O -0.355
90 C -0.448
91 H 0.094
92 H 0.291
93 H 0.286
94 H 0.200
95 H 0.477
96 H -0.006
97 C -0.797
98 O -0.353
99 C 0.827


2.
Formula: C34H69BrF4N7O5
Source: OMol25
Level of theory: the ωB97M-V functional and the def2-TZVPD basis

Geometry as ORCA input:
```
! wB97M-V def2-TZVPD RIJCOSX def2/J DEFGRID3
* xyz 1 1
C 3.52 -0.42 3.45
C 4.00 0.81 2.63
O 5.12 1.15 2.66
O 3.06 1.56 1.86
C 2.74 2.70 2.70
N 1.38 3.20 2.42
C 1.34 4.55 2.24
N 2.16 5.18 1.35
N 0.38 5.43 2.91
C -0.95 4.85 2.65
Br -1.28 5.17 0.69
C -2.06 5.69 3.38
C -2.11 5.47 4.94
C -3.32 4.62 5.43
F -2.98 3.68 6.34
F -3.99 3.98 4.44
F -4.17 5.46 6.09
C -1.04 3.32 2.87
C 0.33 2.68 3.35
C 0.21 1.10 3.14
C -1.25 0.53 3.31
C -1.15 -1.04 3.37
C -1.93 -1.78 2.24
O -3.21 -1.21 1.93
C 0.51 3.05 4.86
O -0.30 2.63 5.61
N 1.60 3.83 5.42
C 2.44 3.08 6.30
O 2.07 2.64 7.28
F 3.74 2.93 5.89
H 3.08 0.01 4.39
H 4.37 -1.07 3.75
H 2.70 -0.97 2.94
H 3.52 3.47 2.45
H 2.93 2.40 3.75
H 3.14 5.39 1.55
H 1.74 5.38 0.45
H 0.59 5.49 3.91
H -1.79 6.76 3.22
H -3.04 5.56 2.88
H -2.22 6.48 5.39
H -1.18 5.04 5.38
H -1.29 2.83 1.90
H -1.83 3.13 3.64
H 0.49 0.91 2.08
H 0.93 0.55 3.79
H -1.79 0.78 2.37
H -1.78 0.97 4.19
H -0.07 -1.31 3.23
H -1.42 -1.37 4.39
H -2.12 -2.82 2.59
H -1.30 -1.90 1.32
H -3.09 -0.85 1.03
H 2.14 4.34 4.71
C 0.81 0.24 -2.74
C 1.00 -1.27 -2.73
N -0.02 -1.98 -1.98
C 0.32 -3.38 -1.73
C 0.43 -4.31 -2.95
C -1.40 -1.73 -2.37
C -1.79 -2.03 -3.82
H 0.75 0.64 -1.73
H 1.66 0.71 -3.24
H -0.09 0.53 -3.29
H 1.98 -1.47 -2.28
H 1.07 -1.63 -3.77
H -0.40 -3.81 -1.03
H 1.28 -3.41 -1.20
H -0.55 -4.57 -3.35
H 0.90 -5.25 -2.65
H 1.03 -3.88 -3.75
H -1.62 -0.68 -2.17
H -2.07 -2.28 -1.71
H -1.05 -1.66 -4.54
H -2.74 -1.53 -4.05
H -1.94 -3.09 -3.99
C 3.76 4.16 -6.04
C 3.77 2.72 -5.55
N 3.59 1.75 -6.62
C 3.33 0.40 -6.13
C 4.43 -0.29 -5.33
C 4.53 1.84 -7.73
C 6.03 1.71 -7.41
H 2.84 4.38 -6.60
H 3.79 4.84 -5.18
H 4.62 4.39 -6.67
H 2.95 2.61 -4.84
H 4.70 2.55 -4.99
H 3.05 -0.24 -6.97
H 2.43 0.45 -5.50
H 5.24 -0.64 -5.97
H 4.02 -1.18 -4.83
H 4.85 0.35 -4.55
H 4.37 2.79 -8.23
H 4.27 1.09 -8.48
H 6.32 2.30 -6.54
H 6.61 2.08 -8.26
H 6.32 0.67 -7.25
C -3.19 -5.31 -1.39
C -3.47 -6.10 -0.12
N -4.04 -5.28 0.93
C -4.05 -5.94 2.24
C -4.92 -7.19 2.40
C -5.25 -4.55 0.60
C -6.47 -5.36 0.13
H -2.55 -4.45 -1.19
H -2.67 -5.95 -2.11
H -4.11 -4.96 -1.87
H -2.52 -6.51 0.23
H -4.11 -6.96 -0.36
H -4.33 -5.21 3.00
H -3.01 -6.21 2.48
H -5.98 -6.94 2.47
H -4.65 -7.70 3.33
H -4.78 -7.90 1.58
H -5.01 -3.82 -0.18
H -5.54 -3.93 1.46
H -6.20 -6.12 -0.59
H -7.18 -4.69 -0.35
H -6.98 -5.83 0.97
*
```

The calculation puts the max |F| at 3.81 eV/A. The LUMO energy is -0.208 Eh. As for the HOMO energy: -9.522 eV.

Results of the Mulliken charge analysis, in e, for atoms 1 through 99:
1 C -0.753
2 C 0.694
3 O -0.452
4 O -0.332
5 C -0.377
6 N 0.332
7 C -0.612
8 N -0.276
9 N -0.185
10 C 0.902
11 Br -0.096
12 C -1.201
13 C -0.622
14 C 0.798
15 F -0.251
16 F -0.255
17 F -0.295
18 C -1.760
19 C 3.143
20 C -1.428
21 C -0.245
22 C -0.633
23 C -0.169
24 O -0.563
25 C -1.308
26 O -0.398
27 N 0.123
28 C 0.509
29 O -0.316
30 F -0.227
31 H 0.208
32 H 0.370
33 H 0.242
34 H 0.259
35 H 0.051
36 H 0.278
37 H 0.259
38 H 0.456
39 H 0.455
40 H 0.574
41 H 0.450
42 H 0.172
43 H 0.737
44 H 0.057
45 H 0.411
46 H 0.139
47 H 0.210
48 H 0.466
49 H 0.174
50 H 0.374
51 H 0.280
52 H -0.046
53 H 0.323
54 H 0.339
55 C -1.278
56 C -0.522
57 N 0.422
58 C -0.437
59 C -1.147
60 C -0.188
61 C -1.269
62 H 0.164
63 H 0.390
64 H 0.318
65 H 0.416
66 H 0.302
67 H 0.164
68 H 0.496
69 H 0.151
70 H 0.461
71 H 0.291
72 H 0.450
73 H -0.089
74 H 0.252
75 H 0.436
76 H 0.273
77 C -1.532
78 C -0.047
79 N 0.106
80 C -0.609
81 C -1.095
82 C -0.732
83 C -0.947
84 H 0.339
85 H 0.442
86 H 0.317
87 H 0.218
88 H 0.256
89 H 0.304
90 H 0.318
91 H 0.333
92 H 0.427
93 H 0.245
94 H 0.414
95 H 0.342
96 H 0.242
97 H 0.377
98 H 0.272
99 C -1.297